{
  "formula": "C8H18NO2P",
  "method": "wB97M-V/def2-TZVPD",
  "homo_energy_ha": -0.3165,
  "orbital_gap_ev": 9.551,
  "smiles": "C/C=C(/CC)CCCN=[PH](O)O",
  "relative_energy_ev": 0.000,
  "elements": ["C", "C", "C", "C", "C", "C", "C", "C", "N", "O", "O", "P", "H", "H", "H", "H", "H", "H", "H", "H", "H", "H", "H", "H", "H", "H", "H", "H", "H", "H"],
  "xyz": [[0.8448, -0.3827, 1.7650], [-0.2668, 0.7128, 1.4815], [0.1532, -1.7177, 2.0283], [-0.0817, 1.1903, -0.0074], [1.5053, 2.0787, -1.7555], [-2.4856, 0.7818, -0.5191], [1.2281, 1.7598, -0.3359], [-1.0802, 1.1754, -0.8676], [-0.4316, -2.3738, 0.9332], [0.9259, -1.4255, -1.2611], [-1.0129, -2.9234, -1.4836], [0.1268, -2.5765, -0.4761], [1.4344, -0.4153, 0.8487], [1.6029, -0.2544, 2.6080], [-1.2541, 0.4665, 1.7269], [-0.0720, 1.6067, 2.0706], [0.7597, -2.3729, 2.5857], [-0.7287, -1.4375, 2.6709], [2.5360, 2.2284, -1.8437], [0.9475, 2.9354, -2.1413], [1.2033, 1.2715, -2.3313], [-2.5610, 0.5741, 0.4912], [-2.7174, -0.2030, -1.0255], [-3.2163, 1.5253, -0.8929], [1.4110, 2.5908, 0.4319], [1.9678, 1.1304, 0.0762], [-0.7697, 1.5036, -1.8788], [1.0694, -3.5945, -0.7061], [0.7274, -0.5323, -0.9773], [-1.7657, -3.3219, -1.2146]],
  "atomic_forces_ev_per_a": [[-0.27, 0.00, 0.50], [3.42, 1.37, -1.33], [-1.75, 1.42, 1.10], [-1.37, -0.43, 2.30], [-0.78, 1.53, 0.64], [0.06, -0.83, -3.32], [0.21, 1.58, 2.28], [-0.06, 0.29, -0.87], [-0.18, -0.31, -1.83], [0.25, -0.95, -0.04], [2.93, 1.60, -2.51], [0.85, 0.25, 0.39], [0.25, -0.45, 0.44], [-1.27, 0.58, -0.88], [-1.11, -1.00, 0.22], [0.23, 0.18, 0.28], [1.01, -0.86, 0.86], [0.93, -0.41, 0.09], [1.56, 0.40, -0.58], [0.17, 0.12, 0.19], [-0.25, -1.70, -1.40], [-0.52, 0.00, 1.89], [0.04, 0.98, 0.29], [0.32, -0.39, 0.42], [-0.48, -0.24, -1.32], [1.20, -1.17, -0.08], [-1.02, -0.20, 0.44], [-0.13, 0.03, 0.04], [-0.56, 0.51, 0.07], [-3.67, -1.92, 1.70]],
  "mulliken_charge": [-0.428, -0.949, -0.911, -0.709, -1.727, -1.243, 0.279, 0.433, -0.288, -0.544, -0.460, 0.482, 0.314, 0.317, 0.573, 0.366, 0.354, 0.313, 0.447, 0.349, 0.408, 0.350, 0.185, 0.384, 0.416, 0.349, 0.249, -0.034, 0.399, 0.329]
}

---

{
  "formula": "C8H18NO3P",
  "method": "wB97M-V/def2-TZVPD",
  "spin_multiplicity": 3,
  "homo_energy_ha": [-0.1843, -0.3662],
  "orbital_gap_ev": [5.920, 7.348],
  "s_squared": 2.01,
  "relative_energy_ev": 0.000,
  "elements": ["C", "C", "C", "C", "C", "C", "C", "C", "N", "O", "O", "O", "P", "H", "H", "H", "H", "H", "H", "H", "H", "H", "H", "H", "H", "H", "H", "H", "H", "H", "H"],
  "xyz": [[-1.5008, 2.3475, -0.0333], [-3.0220, 2.2747, -0.0555], [2.1515, -0.0817, 0.2660], [-3.5261, 0.9439, 0.5151], [2.0466, -1.0888, -0.8775], [3.4568, 0.7146, 0.2130], [-3.0013, -0.1969, -0.1992], [0.6309, -1.6396, -0.9948], [-2.5263, -1.2307, -0.4011], [-2.0172, -2.2551, -0.7616], [-0.6180, -1.4938, 1.5327], [4.6067, -0.0975, 0.1837], [0.0479, -2.3842, 0.5762], [-1.1594, 3.3173, -0.3872], [-1.1246, 2.1921, 0.9749], [-1.0777, 1.5784, -0.6757], [-3.3823, 2.3931, -1.0791], [-3.4422, 3.0833, 0.5449], [2.0768, -0.6109, 1.2205], [1.3181, 0.6202, 0.2138], [-3.2018, 0.8471, 1.5570], [-4.6190, 0.9128, 0.4873], [2.7556, -1.9031, -0.7174], [2.3191, -0.5992, -1.8172], [3.4963, 1.3043, -0.7077], [3.4981, 1.4073, 1.0684], [0.5703, -2.3894, -1.7836], [-0.0529, -0.8241, -1.2447], [4.6013, -0.6654, 0.9630], [1.2553, -2.8735, 1.0958], [-0.5597, -3.6025, 0.3234]],
  "atomic_forces_ev_per_a": [[-0.22, 0.13, -0.02], [0.29, -0.05, 0.02], [0.56, 0.07, -0.30], [-0.05, -0.32, 0.92], [-0.04, 0.12, 0.19], [-0.49, 0.25, 0.22], [-3.80, 8.19, -2.44], [-0.01, -0.19, 0.19], [2.30, -6.11, 2.01], [0.17, -1.75, -1.69], [-0.65, 0.72, 0.67], [0.32, -0.40, 0.07], [1.50, -0.20, -0.37], [0.09, 0.06, -0.03], [0.09, -0.02, 0.13], [0.10, -0.08, -0.07], [-0.07, -0.04, 0.05], [-0.06, -0.03, 0.02], [-0.05, 0.14, 0.10], [-0.09, 0.05, 0.10], [-0.03, 0.29, 0.62], [0.12, -0.15, 0.05], [0.05, 0.03, -0.08], [0.03, -0.07, 0.00], [-0.04, -0.01, 0.10], [-0.02, -0.03, -0.19], [-0.12, -0.07, -0.05], [-0.05, -0.13, 0.03], [0.04, 0.07, -0.06], [0.35, -0.13, 0.04], [-0.20, -0.36, -0.23]],
  "mulliken_spin": [0.004, 0.146, 0.000, -0.012, 0.000, 0.000, 1.172, 0.001, 0.105, 0.565, -0.001, 0.000, 0.002, -0.008, -0.011, 0.013, -0.051, -0.021, 0.000, -0.001, 0.089, -0.010, -0.001, 0.000, 0.000, 0.000, -0.005, 0.012, 0.000, 0.006, 0.005]
}

---

{
  "formula": "C8H18NO4P",
  "method": "wB97M-V/def2-TZVPD",
  "homo_energy_ha": -0.6804,
  "orbital_gap_ev": 8.992,
  "charge": 2,
  "elements": ["C", "C", "C", "C", "C", "C", "C", "C", "N", "O", "O", "O", "O", "P", "H", "H", "H", "H", "H", "H", "H", "H", "H", "H", "H", "H", "H", "H", "H", "H", "H", "H"],
  "xyz": [[-2.2076, -0.7146, -1.3305], [-1.5149, -1.4372, 0.9438], [-2.7411, 0.6841, 0.6453], [-0.7587, -0.2248, -1.4063], [-0.3021, -0.5017, 0.9775], [-1.5207, 1.4870, 0.1771], [-2.6214, -0.7522, 0.1398], [0.6982, 1.3312, -0.2441], [-0.3991, 0.4876, -0.1406], [3.7026, 1.2467, 0.6837], [3.3071, -1.2353, 1.0356], [4.7452, -0.4894, -0.8865], [2.2278, -0.0270, -0.8661], [3.4921, -0.1250, -0.0437], [-2.8780, -0.0636, -1.8914], [-2.2823, -1.7060, -1.7753], [-1.2650, -2.3933, 0.4842], [-1.8485, -1.6434, 1.9601], [-2.8283, 0.6891, 1.7316], [-3.6352, 1.1596, 0.2367], [-0.0577, -1.0534, -1.5040], [-0.6046, 0.4433, -2.2523], [-0.2521, 0.0519, 1.9170], [0.6315, -1.0537, 0.8544], [-1.7335, 2.0444, -0.7360], [-1.1928, 2.1862, 0.9502], [-3.5664, -1.2804, 0.2596], [1.2180, 1.6454, 0.6511], [0.8127, 1.9229, -1.1435], [4.5658, 1.4192, 1.0670], [4.0837, -1.7058, 1.3461], [4.7253, -0.3918, -1.8408]],
  "atomic_forces_ev_per_a": [[-0.19, 0.00, 0.16], [-0.24, -0.06, -0.19], [-0.36, -0.23, 0.02], [-0.20, -0.68, -1.16], [0.31, -0.87, 0.95], [-0.87, 0.79, 0.24], [-0.06, -0.05, 0.06], [2.39, -1.22, -0.81], [0.09, 0.04, 0.04], [-0.36, -0.18, -0.33], [-0.16, 0.27, -0.25], [-0.14, -0.08, 0.70], [-1.75, 1.52, 0.67], [-0.11, -0.02, -0.16], [0.04, 0.04, -0.04], [0.12, 0.03, -0.02], [0.10, 0.01, 0.03], [0.09, 0.05, 0.01], [0.06, 0.12, -0.01], [0.11, 0.07, 0.04], [0.07, 0.14, 0.12], [0.11, 0.15, 0.10], [0.01, 0.17, -0.13], [-0.06, 0.18, -0.10], [0.19, -0.11, -0.04], [0.19, -0.09, -0.04], [0.05, 0.06, 0.01], [-0.14, 0.00, 0.22], [-0.13, 0.00, -0.08], [0.43, 0.22, 0.26], [0.37, -0.35, 0.22], [0.05, 0.08, -0.49]],
  "mulliken_charge": [-0.949, -1.085, -0.926, -0.437, -0.283, -0.579, 0.159, -0.263, 0.024, -0.451, -0.434, -0.465, -0.405, 0.956, 0.378, 0.414, 0.413, 0.454, 0.389, 0.418, 0.297, 0.444, 0.467, 0.179, 0.446, 0.433, 0.431, 0.529, 0.337, 0.364, 0.379, 0.363]
}